[1]
{"formula": "C27H17BrCdF5IN2O3S4", "method": "wB97M-V/def2-TZVPD", "lumo_ev": 3.74, "total_charge": -2, "symbols": ["Cd", "O", "C", "O", "C", "C", "C", "C", "C", "C", "N", "C", "C", "C", "C", "C", "C", "N", "H", "H", "H", "H", "H", "H", "H", "H", "H", "H", "F", "C", "C", "F", "C", "F", "C", "S", "C", "F", "C", "F", "S", "C", "S", "S", "Br", "C", "C", "C", "C", "C", "C", "I", "H", "H", "H", "H", "C", "O", "H", "H", "H"], "positions_angstrom": [[-0.15, -0.60, -0.37], [6.25, 2.98, -1.23], [5.32, 3.74, -1.84], [5.66, 4.72, -2.45], [3.91, 3.27, -1.71], [3.46, 2.65, -0.55], [2.18, 2.16, -0.47], [1.31, 2.28, -1.55], [1.73, 2.96, -2.69], [3.02, 3.46, -2.77], [0.06, 1.61, -1.45], [-1.00, 2.12, -1.87], [-2.28, 1.38, -1.85], [-3.44, 1.98, -2.32], [-4.62, 1.25, -2.32], [-4.59, -0.05, -1.85], [-3.39, -0.56, -1.38], [-2.26, 0.14, -1.39], [5.85, 2.16, -0.91], [4.12, 2.55, 0.31], [1.81, 1.68, 0.43], [1.06, 3.02, -3.54], [3.37, 3.97, -3.66], [-1.02, 3.15, -2.23], [-3.40, 3.00, -2.68], [-5.54, 1.68, -2.69], [-5.48, -0.66, -1.83], [-3.31, -1.58, -1.00], [5.45, -0.21, 4.27], [4.81, -0.37, 3.11], [3.50, -0.78, 3.08], [2.87, -1.04, 4.23], [2.85, -0.96, 1.87], [1.60, -1.41, 1.92], [3.44, -0.70, 0.63], [2.63, -0.89, -0.89], [4.76, -0.25, 0.72], [5.43, 0.11, -0.39], [5.44, -0.10, 1.92], [6.72, 0.30, 1.93], [-1.73, -4.45, -3.30], [-1.12, -2.98, -2.69], [-0.50, -3.00, -1.04], [-1.22, -1.49, -3.56], [-4.61, -1.66, 4.61], [-4.28, -3.00, 3.27], [-5.01, -4.17, 3.38], [-4.84, -5.18, 2.43], [-3.94, -4.99, 1.39], [-3.20, -3.81, 1.31], [-3.35, -2.79, 2.25], [-2.14, -1.05, 2.03], [-5.71, -4.30, 4.20], [-5.41, -6.10, 2.52], [-3.80, -5.75, 0.64], [-2.48, -3.69, 0.50], [-0.97, 2.08, 1.51], [-0.58, 0.75, 1.40], [-0.28, 2.77, 0.99], [-1.00, 2.40, 2.56], [-1.98, 2.27, 1.09]]}

***

[2]
{"formula": "C27H17Cl41I2NO11P3", "method": "wB97M-V/def2-TZVPD", "lumo_ev": -2.38, "total_charge": 0, "symbols": ["C", "C", "C", "C", "C", "P", "O", "O", "O", "C", "O", "C", "C", "C", "C", "I", "C", "C", "I", "C", "C", "O", "N", "O", "C", "P", "O", "O", "O", "C", "P", "O", "Cl", "C", "O", "H", "H", "H", "H", "H", "H", "H", "H", "H", "H", "H", "H", "H", "H", "H", "H", "H", "C", "Cl", "Cl", "Cl", "Cl", "C", "Cl", "Cl", "Cl", "Cl", "C", "Cl", "Cl", "Cl", "Cl", "C", "Cl", "Cl", "Cl", "Cl", "C", "Cl", "Cl", "Cl", "Cl", "C", "Cl", "Cl", "Cl", "Cl", "C", "Cl", "Cl", "Cl", "Cl", "C", "Cl", "Cl", "Cl", "Cl", "C", "Cl", "Cl", "Cl", "Cl", "C", "Cl", "Cl", "Cl", "Cl"], "positions_angstrom": [[4.92, 0.21, 1.76], [3.77, -0.79, 1.28], [3.79, -0.84, -0.36], [2.28, -0.73, -0.83], [1.53, -1.87, -1.27], [2.21, -3.62, -1.36], [2.44, -4.28, 0.02], [3.71, -3.72, -2.22], [1.15, -4.67, -2.21], [-0.02, -1.64, -1.68], [-0.51, -2.22, -2.68], [-0.83, -0.60, -0.75], [0.02, 0.64, -0.32], [-0.67, 1.71, 0.56], [0.28, 2.92, 1.03], [1.26, 2.55, 2.97], [0.45, 4.11, 0.27], [-0.34, 4.20, -1.14], [1.71, 5.68, 1.07], [-2.19, 1.60, 0.96], [-2.73, 2.79, 1.85], [-2.47, 2.56, 3.28], [-3.23, 1.55, 3.76], [-2.55, 1.00, 4.59], [-3.04, 0.35, 0.51], [-4.85, 0.20, 0.94], [-5.56, 1.47, 1.41], [-5.17, -0.97, 2.17], [-5.65, -0.22, -0.54], [-2.35, -0.80, -0.33], [-3.17, -2.40, -0.90], [-4.53, -2.79, 0.09], [-1.93, -4.11, -0.52], [1.57, 0.72, -0.77], [2.16, 1.77, -1.09], [4.77, 1.24, 1.25], [4.87, 0.41, 2.89], [5.97, -0.20, 1.50], [2.72, -0.52, 1.67], [4.03, -1.83, 1.68], [4.33, 0.11, -0.71], [4.29, -1.82, -0.65], [4.01, -2.81, -2.48], [1.20, -4.42, -3.17], [-0.32, 5.29, -1.54], [-1.40, 3.78, -1.08], [0.27, 3.57, -1.90], [-3.82, 3.08, 1.70], [-2.15, 3.77, 1.62], [-6.12, -0.88, 2.45], [-5.19, 0.34, -1.22], [-4.13, -2.88, 1.00], [-2.23, -4.69, -5.98], [-3.76, -5.45, -5.51], [-1.75, -5.26, -7.59], [-2.42, -2.92, -6.00], [-0.98, -5.13, -4.80], [0.22, 9.72, 0.91], [0.89, 9.73, 2.55], [1.54, 9.58, -0.27], [-0.88, 8.33, 0.73], [-0.68, 11.22, 0.62], [-6.27, -5.07, -2.16], [-7.07, -3.53, -1.78], [-6.60, -5.50, -3.86], [-4.51, -4.89, -1.91], [-6.89, -6.34, -1.10], [-5.36, -5.73, -9.31], [-4.12, -6.96, -8.98], [-6.42, -5.57, -7.90], [-4.57, -4.17, -9.65], [-6.32, -6.22, -10.72], [2.79, 2.05, -4.61], [4.47, 1.50, -4.72], [2.71, 3.52, -3.61], [2.17, 2.40, -6.23], [1.80, 0.77, -3.86], [7.05, -4.43, -0.83], [5.55, -5.30, -0.48], [7.66, -4.92, -2.43], [6.75, -2.68, -0.83], [8.26, -4.82, 0.41], [4.54, -0.72, 6.13], [3.55, 0.50, 5.29], [3.47, -1.92, 6.88], [5.60, -1.53, 4.96], [5.52, 0.07, 7.38], [-5.60, 3.29, -3.07], [-4.97, 4.94, -3.23], [-7.23, 3.33, -2.36], [-5.68, 2.52, -4.67], [-4.52, 2.34, -2.02], [1.76, 9.29, 6.40], [3.20, 8.75, 7.30], [2.24, 10.47, 5.16], [0.99, 7.89, 5.63], [0.61, 10.05, 7.53], [4.15, -4.91, 10.00], [4.57, -3.34, 10.72], [3.65, -6.03, 11.29], [2.82, -4.69, 8.85], [5.57, -5.57, 9.16]]}

***

[3]
{"formula": "C27H18F15N8O4SSbZr", "method": "wB97M-V/def2-TZVPD", "lumo_ev": [-3.55, -4.84], "multiplicity": 2, "total_charge": 1, "symbols": ["Zr", "N", "C", "C", "N", "C", "C", "N", "C", "C", "N", "H", "H", "H", "H", "H", "H", "F", "C", "F", "F", "C", "O", "C", "F", "F", "F", "C", "F", "F", "F", "F", "Sb", "F", "F", "F", "F", "F", "C", "C", "C", "C", "C", "C", "C", "C", "N", "H", "H", "H", "H", "H", "H", "O", "S", "O", "O", "C", "N", "C", "C", "C", "N", "C", "C", "C", "N", "C", "C", "H", "H", "H", "H", "H", "H"], "positions_angstrom": [[0.55, 1.44, -1.33], [1.05, 1.70, 3.07], [-0.31, 1.90, 3.17], [-0.80, 1.76, 1.91], [0.24, 1.47, 1.05], [1.34, 1.45, 1.78], [2.61, 1.26, 1.11], [2.59, 1.15, -0.20], [3.89, 1.02, -0.62], [4.70, 1.05, 0.47], [3.87, 1.20, 1.56], [1.71, 1.77, 3.83], [-0.78, 2.13, 4.10], [-1.81, 1.87, 1.55], [4.14, 0.93, -1.66], [5.77, 0.99, 0.58], [4.18, 1.27, 2.52], [3.31, 4.34, 0.08], [2.11, 4.91, 0.28], [2.28, 6.19, 0.54], [1.59, 4.33, 1.37], [1.19, 4.65, -0.95], [0.83, 3.34, -0.95], [-0.09, 5.53, -0.86], [0.15, 6.80, -1.16], [-0.60, 5.48, 0.38], [-1.03, 5.06, -1.69], [1.97, 4.98, -2.27], [1.12, 5.15, -3.28], [2.70, 6.08, -2.14], [2.78, 3.96, -2.57], [1.70, 0.74, -2.69], [-1.84, 1.90, -4.09], [-1.34, 0.90, -1.70], [-3.07, 2.92, -0.17], [-1.06, 0.24, -4.51], [-1.31, 2.71, -5.70], [-0.20, 2.54, -3.24], [-4.37, 2.41, -0.29], [-4.34, 0.96, 0.08], [-4.37, 0.59, 1.42], [-4.26, -0.74, 1.79], [-4.12, -1.71, 0.79], [-4.11, -1.35, -0.55], [-4.22, -0.02, -0.90], [-3.93, -3.09, 1.16], [-3.71, -4.18, 1.45], [-5.00, 3.00, 0.37], [-4.68, 2.56, -1.33], [-4.49, 1.34, 2.19], [-4.29, -1.04, 2.83], [-4.01, -2.12, -1.31], [-4.22, 0.27, -1.94], [3.36, -9.06, 0.63], [3.71, -7.70, 0.88], [4.27, -6.92, -0.17], [3.87, -7.26, 2.23], [1.63, -6.83, 0.78], [0.69, -7.64, 1.13], [-0.52, -7.07, 1.10], [-0.69, -5.74, 0.74], [0.45, -5.01, 0.41], [1.66, -5.60, 0.44], [0.44, -3.58, 0.02], [1.51, -3.06, -0.70], [1.49, -1.72, -1.04], [0.50, -0.89, -0.70], [-0.54, -1.40, -0.02], [-0.60, -2.73, 0.36], [-1.36, -7.70, 1.37], [-1.68, -5.31, 0.71], [2.34, -3.69, -0.99], [2.29, -1.28, -1.62], [-1.34, -0.72, 0.22], [-1.46, -3.08, 0.92]]}

***

The evaluated E for the records listed, in turn: -177035.706; -609764.131; -107820.739 eV.